(1)
11
Properties=species:S:1:pos:R:3:forces:R:3:nbo_charge:R:1 method="wB97M-V/def2-TZVPD" spin_multiplicity=1 e_above_lowest_kj_mol=428.2 charge=0 homo_energy_ev=-9.45
H 1.9932 1.1250 0.0732 1.25 -3.29 -1.13 0.3259
N 2.2717 0.0157 -0.0969 -0.27 3.23 2.27 -0.6302
C 1.1668 -0.5804 -0.0458 -1.96 -2.38 -3.08 0.2185
N -0.0461 -0.0040 -0.4565 -2.39 1.83 1.76 -0.1472
C -1.4417 -0.4175 0.0141 2.11 0.47 -0.82 -0.4167
O -0.1351 1.4166 -0.2270 2.49 0.53 2.78 -0.5784
H 0.9640 -1.7243 -0.2576 1.15 1.87 0.97 0.1728
H -1.3964 -1.4988 0.0213 -0.60 -0.28 0.29 0.1999
H -1.5670 0.0781 1.0046 -0.44 -0.74 -0.69 0.1968
H -2.1217 -0.0256 -0.7843 0.42 -0.44 1.06 0.2236
H 0.3124 1.6153 0.7551 -1.77 -0.80 -3.41 0.4351

---

(2)
12
Properties=species:S:1:pos:R:3:forces:R:3:nbo_charge:R:1 method="wB97M-V/def2-TZVPD" spin_multiplicity=1 e_above_lowest_kj_mol=764.3 charge=0 homo_energy_ev="-8.37 / -8.37"
C 0.1987 0.2109 1.0487 0.00 -3.05 -3.16 0.0516
C 0.3262 -1.4952 -1.3529 0.54 0.22 0.19 -0.2416
N -0.2757 0.9922 -0.0830 -0.91 2.08 1.23 -0.0775
N -0.6844 1.9506 0.6343 1.24 -1.56 0.92 0.0852
O -0.3191 1.7593 1.8960 -1.08 1.82 -0.76 -0.4489
O -0.3290 -1.1981 -0.1681 0.35 0.09 1.08 -0.7254
H -1.2629 2.7323 0.3225 0.18 -0.02 0.05 0.4115
H -0.4907 -0.3839 1.6343 0.16 0.50 0.29 0.2593
H 1.2808 0.1615 1.1637 -0.34 -0.10 0.18 0.2327
H 1.2195 -2.1206 -1.1737 -0.12 0.02 -0.17 0.1441
H 0.6750 -0.5818 -1.8714 -0.05 -0.05 -0.02 0.1413
H -0.3383 -2.0272 -2.0502 0.03 0.04 0.18 0.1676

---

(3)
12
Properties=species:S:1:pos:R:3:forces:R:3:nbo_charge:R:1 method="wB97M-V/def2-TZVPD" spin_multiplicity=1 e_above_lowest_kj_mol=349.6 charge=0 homo_energy_ev=-7.47
N 1.9425 -0.6429 0.0099 -0.06 0.34 0.09 -0.8357
C 0.7472 0.0989 -0.0166 0.01 -1.10 2.20 0.4096
O 0.9355 1.4470 0.1972 -0.10 -0.32 -0.84 -0.6855
C -0.4781 -0.4724 0.0657 1.07 0.14 -0.64 -0.1902
N -1.5264 0.1791 -0.5778 0.18 1.69 -0.51 -0.3395
O -2.6885 0.2950 0.2678 0.28 0.35 0.16 -0.5957
H 1.7894 -1.6410 0.0297 -0.06 0.03 -0.19 0.3852
H 2.5719 -0.3742 0.7582 -0.09 0.02 0.05 0.3664
H 1.8098 1.6884 -0.1286 -0.01 0.07 -0.24 0.4810
H -0.6499 -1.4995 0.3502 0.31 -0.25 -0.25 0.1868
H -1.0824 1.1351 -0.7656 -1.83 -1.14 0.30 0.3521
H -3.3708 -0.2135 -0.1901 0.30 0.17 -0.15 0.4655

---

(4)
12
Properties=species:S:1:pos:R:3:forces:R:3:nbo_charge:R:1 method="wB97M-V/def2-TZVPD" spin_multiplicity=1 e_above_lowest_kj_mol=77.8 charge=0 homo_energy_ev=-9.89
N 0.3434 -1.8379 1.3491 -0.24 -0.02 -0.06 -0.8237
C -0.8728 -1.2782 1.5471 0.00 -0.35 0.11 0.5353
O -1.1683 -0.1333 1.3096 -0.08 0.26 -0.47 -0.6133
H 0.5324 -2.7090 1.8083 0.20 -0.17 -0.34 0.3988
H 1.0089 -1.4103 0.7268 0.20 0.08 0.35 0.4042
H -1.5995 -2.0138 1.9299 -0.03 0.17 0.32 0.1066
N -0.1653 1.8910 -0.8989 0.93 -0.49 -0.93 -0.8674
C 0.8294 1.4495 -1.7882 -0.55 0.01 0.74 0.5375
O 1.5889 2.1606 -2.3770 0.03 0.12 -0.52 -0.5494
H -0.4606 1.1030 -0.3398 -0.93 0.23 0.10 0.3998
H -0.8706 2.4376 -1.3825 0.03 0.08 0.61 0.3969
H 0.8341 0.3408 -1.8843 0.46 0.09 0.10 0.0748

---

(5)
12
Properties=species:S:1:pos:R:3:forces:R:3:nbo_charge:R:1 method="wB97M-V/def2-TZVPD" spin_multiplicity=1 e_above_lowest_kj_mol=268.1 charge=0 homo_energy_ev=-9.56
H -0.2599 -1.1204 2.0586 0.08 -0.09 0.17 0.3443
N -0.8038 -0.7340 1.2996 0.19 0.22 -0.23 -0.7689
C -0.0567 -0.2859 0.3751 -0.11 -0.27 -0.11 0.6701
N 1.3386 -0.4537 0.2645 -0.17 -0.01 0.26 -0.3555
O 2.0025 0.6308 -0.3338 0.16 -0.01 -0.57 -0.5543
O -0.5489 0.2875 -0.7268 0.21 0.08 0.14 -0.4957
C -1.9629 0.4394 -0.7420 -0.45 -0.19 -0.11 -0.2551
H 1.7755 -0.5844 1.1698 -0.13 -0.04 -0.09 0.3592
H 2.1988 0.3208 -1.2351 -0.09 0.15 0.45 0.4738
H -2.3084 1.0005 0.1239 0.08 0.06 0.03 0.1963
H -2.4519 -0.5417 -0.7169 0.11 0.20 -0.07 0.1942
H -2.2085 0.9719 -1.6623 0.13 -0.11 0.13 0.1916

---

(6)
12
Properties=species:S:1:pos:R:3:forces:R:3:nbo_charge:R:1 method="wB97M-V/def2-TZVPD" spin_multiplicity=1 e_above_lowest_kj_mol=594.7 charge=0 homo_energy_ev=-9.79
C 1.5253 -0.9997 0.9198 0.79 3.46 -1.39 -0.4761
N 0.2059 -1.3951 1.2359 -0.06 0.73 -0.75 -0.1751
N -0.6166 -0.5960 0.8022 -7.00 -0.71 1.75 0.5367
O -1.9227 -0.7784 0.9345 3.35 -0.50 -0.10 -0.5231
O -0.3218 0.6030 0.3048 1.75 1.48 -0.35 -0.3580
C -1.4659 1.4058 -0.1702 0.98 1.00 1.00 -0.2919
H 2.0813 -1.8261 1.0400 2.22 -2.99 -0.17 0.2083
H 2.0039 -0.2844 1.5945 -0.60 0.23 0.48 0.2108
H 1.6770 -0.4708 -0.0868 -0.41 -1.24 1.12 0.2103
H -1.0498 1.7873 -1.1175 -0.83 -0.26 0.24 0.1996
H -1.6933 2.3011 0.5382 0.63 -1.79 -0.97 0.1964
H -2.2334 0.6479 -0.1157 -0.81 0.58 -0.86 0.2620

---

(7)
13
Properties=species:S:1:pos:R:3:forces:R:3:nbo_charge:R:1 method="wB97M-V/def2-TZVPD" spin_multiplicity=1 e_above_lowest_kj_mol=860.4 charge=0 homo_energy_ev="-8.36 / -8.35"
N -0.8933 -1.3470 0.0942 0.14 0.04 -0.19 -1.0222
S -0.7154 0.2587 0.1304 -5.48 2.05 0.11 1.5314
N -1.1574 0.9951 -1.2842 -0.29 0.66 -0.23 -1.0345
O -2.6571 0.6436 0.8965 4.33 -0.90 -1.30 -0.8329
C 1.0009 0.1710 -0.1527 2.09 -0.55 0.50 -0.1391
C 2.1231 0.0729 0.8319 0.84 -2.15 0.19 -0.1556
O 2.0548 1.0423 -0.1961 -1.38 1.27 0.12 -0.4273
H -0.0067 -1.8198 0.1065 0.08 -0.48 -0.10 0.4063
H -1.6843 -1.6865 0.6050 -0.29 0.03 0.43 0.4393
H -0.9932 0.6408 -2.2128 0.95 -0.65 0.22 0.4024
H -2.0888 1.4134 -1.3076 0.29 -0.39 1.12 0.4377
H 2.1107 0.3092 1.9373 -0.30 0.37 -1.55 0.2095
H 2.9069 -0.6937 0.5516 -0.99 0.69 0.69 0.1851

---

(8)
13
Properties=species:S:1:pos:R:3:forces:R:3:mulliken_spin:R:1 method="wB97M-V/def2-TZVPD" spin_multiplicity=3 e_above_lowest_kj_mol=310.2 charge=0 homo_energy_ev="-4.32 / -8.88"
C -0.8256 -1.2919 -0.2550 2.22 3.43 1.78 0.0443
C -0.3589 0.1664 0.0283 -5.05 -3.07 4.65 0.5093
N 2.5681 -0.9307 0.0451 0.28 2.19 3.66 0.1668
N -1.0969 1.1743 -0.5541 1.37 3.34 5.73 0.0747
O -2.0152 -1.5387 -0.7299 -2.26 -0.95 -1.61 0.0198
O -0.0499 -2.1701 0.0242 0.09 -1.21 -0.09 0.0776
S 1.6188 0.3396 -0.4787 4.19 0.54 -1.93 1.0810
H -0.4098 0.3325 1.1996 0.43 -0.66 -2.37 -0.0242
H 2.3921 -1.6545 -0.5660 0.21 -2.37 -1.28 0.0155
H 2.5964 -1.1598 1.0989 -0.79 0.14 -2.46 0.0042
H -0.6262 2.0839 -0.2159 -1.55 -1.45 -0.97 0.0198
H -2.6537 -0.8397 -0.9675 1.06 0.12 0.60 0.0029
H -1.1771 1.1996 -1.4688 -0.21 -0.05 -5.70 0.0083

---

Ordered E_tot results: -264.4242 -339.5415 -339.6995 -339.8030 -339.7306 -339.6061 -737.6753 -737.7784; unit Ha.